Density functional theory data (wB97M-V/def2-TZVPD) for a structure of composition C5H2.

The geometry in XYZ format:
```
7
Properties=species:S:1:pos:R:3
C -0.66 0.67 1.04
C 0.34 -0.36 -0.67
C -0.82 -0.51 0.39
C 0.69 -0.16 -1.93
C 0.64 0.57 0.58
H -1.14 1.02 1.97
H 0.95 -1.23 -1.37
```

Computed properties:
* E_HOMO (spin up / spin down): -8.79 / -8.81 eV
* E_LUMO (spin up / spin down): -1.032 / -1.085 eV
* net charge: 0
* electronic energy: -191.327162 Eh



Density functional theory data (wB97M-V/def2-TZVPD) for a structure of composition C5H20ClCrN10O5.

The geometry in XYZ format:
```
42
Properties=species:S:1:pos:R:3
Cr -1.22 0.21 0.06
Cl -3.56 0.39 -0.61
C -0.60 3.32 0.52
O -1.14 2.25 0.76
N -0.76 4.14 -0.54
N 0.24 3.90 1.43
H -0.12 4.89 -0.70
H -1.37 3.84 -1.29
H 0.28 3.48 2.35
H 0.62 4.81 1.30
C 0.65 1.16 -2.56
O -0.15 1.05 -1.63
N 1.67 0.31 -2.73
N 0.49 2.13 -3.50
H 1.73 -0.54 -2.21
H 2.21 0.33 -3.57
H 0.86 2.05 -4.43
H -0.13 2.88 -3.26
C -1.49 -2.17 2.43
O -1.66 -1.07 1.89
N -0.49 -3.02 2.22
N -2.51 -2.63 3.21
H 0.30 -2.89 1.62
H -0.56 -3.96 2.59
H -2.48 -3.45 3.80
H -3.23 -1.97 3.45
C -0.73 -2.52 -1.73
O -0.88 -1.70 -0.82
N -1.26 -2.31 -2.94
N -0.01 -3.66 -1.59
H -1.74 -1.43 -3.09
H -1.24 -2.99 -3.68
H 0.53 -3.84 -0.77
H 0.18 -4.12 -2.46
C 1.79 0.35 1.70
O 0.89 0.22 0.86
N 2.76 1.30 1.65
N 1.88 -0.38 2.81
H 2.88 1.88 0.82
H 3.62 1.11 2.14
H 1.26 -1.16 2.94
H 2.48 -0.16 3.58
```

Computed properties:
* E_HOMO (spin up / spin down): -9.48 / -10.55 eV
* E_LUMO (spin up / spin down): -2.297 / -2.299 eV
* expectation value of S²: 6.0083
* spin multiplicity: 5
* net charge: +1
* electronic energy: -2631.052768 Eh



Density functional theory data (wB97M-V/def2-TZVPD) for a cluster of 6 separate species, C5H20ClN10O5 in total.

The geometry in XYZ format:
```
41
Properties=species:S:1:pos:R:3
Cl 0.78 0.54 0.22
C -3.41 -0.47 -0.92
O -3.39 0.61 -1.50
N -2.36 -1.07 -0.34
N -4.48 -1.19 -0.70
H -2.42 -1.76 0.39
H -1.43 -0.70 -0.50
H -4.51 -2.05 -0.19
H -5.26 -0.71 -1.12
C -0.21 2.46 -3.65
O -0.47 3.04 -4.63
N -0.95 2.47 -2.66
N 0.81 1.68 -3.37
H -0.72 2.10 -1.75
H -1.80 3.02 -2.57
H 1.08 1.23 -2.51
H 1.03 1.33 -4.29
C 1.40 -2.79 -1.76
O 1.53 -3.75 -2.48
N 2.33 -2.12 -1.21
N 0.19 -2.48 -1.40
H 1.99 -1.38 -0.61
H 3.34 -2.23 -1.24
H -0.62 -2.96 -1.78
H 0.22 -1.58 -0.94
C -1.70 1.71 3.06
O -2.57 1.88 3.89
N -1.25 0.49 2.74
N -1.31 2.57 2.19
H -0.63 0.32 1.97
H -1.47 -0.29 3.34
H -1.80 3.45 2.15
H -0.61 2.26 1.54
C 3.90 -0.50 2.92
O 4.82 -0.52 3.74
N 3.14 -1.52 2.61
N 3.60 0.60 2.31
H 3.51 -2.35 3.05
H 2.64 -1.30 1.76
H 2.86 0.63 1.62
H 4.21 1.34 2.63
```

Computed properties:
* E_HOMO (spin up / spin down): -9.40 / -9.39 eV
* E_LUMO (spin up / spin down): -0.815 / -6.749 eV
* expectation value of S²: 0.7649
* spin multiplicity: 2
* net charge: 0
* electronic energy: -1586.457599 Eh



Density functional theory data (wB97M-V/def2-TZVPD) for a structure of composition C5H20KN10O5.

The geometry in XYZ format:
```
41
Properties=species:S:1:pos:R:3
K -8.66 -13.46 -3.77
C -7.84 -9.20 -2.48
O -6.75 -9.04 -1.90
N -8.43 -8.10 -2.97
N -8.60 -10.28 -2.62
H -8.13 -7.20 -2.64
H -9.33 -8.33 -3.37
H -8.42 -11.10 -2.05
H -9.35 -10.31 -3.30
C -6.89 -13.08 -1.01
O -6.84 -13.78 -1.93
N -6.19 -12.04 -0.84
N -7.65 -13.32 -0.02
H -6.37 -11.43 -0.06
H -5.55 -11.95 -1.62
H -8.61 -13.60 -0.15
H -7.41 -12.81 0.82
C -5.98 -15.64 -4.93
O -7.15 -15.33 -4.74
N -5.43 -15.89 -6.07
N -5.20 -15.77 -3.89
H -6.08 -15.67 -6.81
H -4.43 -15.76 -6.20
H -4.30 -16.13 -4.16
H -5.71 -16.02 -3.05
C -11.56 -13.18 -1.99
O -10.45 -12.82 -1.76
N -12.51 -12.47 -2.60
N -12.04 -14.35 -1.68
H -12.39 -11.54 -2.97
H -13.37 -13.01 -2.60
H -12.95 -14.60 -2.02
H -11.53 -15.14 -1.30
C -10.85 -14.81 -5.57
O -9.80 -14.82 -6.18
N -11.78 -13.88 -5.76
N -11.13 -15.58 -4.58
H -11.69 -13.25 -6.54
H -12.56 -13.87 -5.11
H -12.08 -15.60 -4.22
H -10.42 -16.21 -4.23
```

Computed properties:
* E_HOMO: -12.19 eV
* E_LUMO: -2.905 eV
* net charge: +1
* electronic energy: -1726.185225 Eh



Density functional theory data (wB97M-V/def2-TZVPD) for a cluster of 4 separate species, C5H20N2O4 in total.

The geometry in XYZ format:
```
31
Properties=species:S:1:pos:R:3
C 1.09 2.85 0.66
N 0.75 1.44 0.89
C 0.61 0.75 -0.36
C 0.50 -0.75 -0.15
C 1.40 -1.29 1.02
O 2.09 -2.50 0.69
N 0.77 -1.43 -1.47
C 0.19 -2.74 -1.56
H 2.19 2.86 0.55
H 0.79 3.45 1.53
H 0.68 3.48 -0.14
H -0.04 1.29 1.51
H 1.60 0.80 -0.86
H -0.12 1.02 -1.13
H -0.46 -1.20 0.14
H 2.18 -0.54 1.19
H 0.81 -1.44 1.92
H 2.05 -3.17 1.38
H 1.75 -1.36 -1.70
H 0.64 -3.41 -2.30
H -0.88 -2.67 -1.81
H 0.08 -3.38 -0.68
O -1.80 -0.05 -2.79
H -0.98 -0.39 -3.21
H -1.59 -0.21 -1.86
O -2.34 -0.59 1.84
H -2.59 -0.04 2.61
H -3.16 -1.15 1.79
O -2.38 3.71 0.75
H -2.31 2.83 0.36
H -1.54 3.83 1.18
```

Computed properties:
* E_HOMO: -8.70 eV
* E_LUMO: 0.222 eV
* net charge: 0
* electronic energy: -612.900291 Eh



Density functional theory data (wB97M-V/def2-TZVPD) for a cluster of 4 separate species, C5H20N2O4 in total.

The geometry in XYZ format:
```
31
Properties=species:S:1:pos:R:3
C 2.04 0.52 -0.36
N 0.93 -0.12 -1.02
C 0.15 -1.02 -0.14
C 0.09 -0.93 1.39
N -1.10 -0.35 2.02
C 0.11 0.69 -1.88
C -0.69 1.80 -1.20
O -1.34 2.63 -2.19
H 1.81 1.10 0.56
H 2.54 1.27 -0.97
H 2.74 -0.23 0.02
H -0.84 -1.14 -0.59
H 0.47 -2.04 -0.35
H 0.95 -0.32 1.69
H 0.28 -1.88 1.81
H -1.76 -1.09 2.11
H -1.62 0.35 1.50
H -0.58 0.03 -2.41
H 0.70 1.18 -2.66
H -1.47 1.42 -0.55
H 0.01 2.54 -0.83
H -2.01 2.19 -2.71
O -3.34 -0.74 0.23
H -3.79 -1.48 0.65
H -3.92 -0.53 -0.52
O 2.68 -2.80 -1.43
H 3.50 -2.66 -0.96
H 2.11 -2.04 -1.31
O 0.39 1.52 3.68
H 0.05 0.62 3.55
H 0.90 1.53 2.85
```

Computed properties:
* E_HOMO: -8.50 eV
* E_LUMO: 0.100 eV
* net charge: 0
* electronic energy: -612.904306 Eh



Density functional theory data (wB97M-V/def2-TZVPD) for a cluster of 5 separate species, C5H21NO6 in total.

The geometry in XYZ format:
```
33
Properties=species:S:1:pos:R:3
N 0.79 -0.61 -0.44
C 0.53 0.75 -0.92
C 1.47 1.79 -0.22
O 0.62 2.66 0.50
C 0.38 0.76 -2.46
C -0.82 -0.32 -2.79
C -2.15 0.35 -2.63
O -2.85 0.01 -1.42
H 1.38 -0.72 0.42
H 1.36 -1.21 -1.04
H -0.45 0.97 -0.43
H 1.94 2.50 -0.89
H 2.15 1.20 0.41
H 0.65 2.52 1.45
H 1.31 0.34 -2.85
H 0.15 1.70 -2.95
H -0.71 -0.99 -1.95
H -0.61 -0.48 -3.83
H -2.88 0.14 -3.44
H -2.16 1.42 -2.47
H -2.52 -0.76 -0.96
O -0.87 0.15 2.54
H -0.76 -0.72 2.07
H -1.74 -0.01 2.93
O 1.91 0.47 2.93
H 0.93 0.48 2.99
H 2.00 0.72 3.87
O -0.99 -2.06 1.10
H -0.39 -1.82 0.32
H -1.89 -2.18 0.80
O 1.82 -2.89 1.73
H 2.29 -2.82 2.56
H 0.88 -2.74 1.86
```

Computed properties:
* E_HOMO: -9.38 eV
* E_LUMO: 0.329 eV
* net charge: 0
* electronic energy: -709.239481 Eh



Density functional theory data (wB97M-V/def2-TZVPD) for a cluster of 6 separate species, C5H21NO6S in total.

The geometry in XYZ format:
```
34
Properties=species:S:1:pos:R:3
C -0.51 -1.66 -0.87
N 0.55 -0.89 -0.27
C 0.70 0.47 -0.81
C 1.09 0.47 -2.27
O 1.52 1.45 -2.82
C 1.66 1.28 0.07
C 0.97 2.35 0.90
S -0.33 1.75 2.00
H -1.45 -1.63 -0.30
H -0.88 -1.26 -1.83
H -0.22 -2.70 -1.03
H 1.47 -1.28 -0.13
H -0.30 0.89 -0.72
H 0.95 -0.47 -2.84
H 2.47 1.74 -0.49
H 2.18 0.55 0.70
H 0.49 3.06 0.21
H 1.75 2.93 1.37
H -0.33 0.47 1.60
O -3.31 -0.74 -1.80
H -4.18 -0.72 -2.21
H -2.96 0.14 -2.02
O 3.00 -0.90 1.96
H 3.74 -1.41 2.31
H 2.29 -0.94 2.61
O -2.06 -1.23 2.61
H -1.32 -1.73 2.98
H -1.86 -0.30 2.77
O -1.54 2.50 -2.56
H -1.39 3.20 -1.93
H -2.45 2.46 -2.87
O 0.27 -2.60 2.24
H 0.25 -1.92 1.54
H -0.24 -3.34 1.89
```

Computed properties:
* E_HOMO: -8.79 eV
* E_LUMO: 0.249 eV
* net charge: 0
* electronic energy: -1107.444500 Eh